Molecular formula: CH3BrClPS
Method: DFT, ωB97M-V/def2-TZVPD

XYZ file:
```
8
Properties=species:S:1:pos:R:3
C -1.0176 1.3065 -0.6988
P -1.5022 -0.4922 -0.6957
S -0.9421 0.6500 -4.3828
Cl -3.2994 -0.3459 0.1544
Br -2.0419 -0.7051 -3.1499
H -0.6253 1.2601 -1.7043
H -1.9581 1.8294 -0.6280
H -0.3692 1.8468 -0.0681
```

Summary:
- HOMO-LUMO gap (alpha / beta) (eV) = 6.852 / 6.853
- HOMO level (alpha / beta) (eV) = -8.2220 / -8.2221
- largest force on an atom (eV/A) = 2.516
- energy above the lowest of the compared OMol25 structures with the same formula, charge and spin (kcal per mole) = 66.4
- molecular weight (g/mol) = 193.43


Molecular formula: C7H17PS2
Method: DFT, ωB97M-V/def2-TZVPD

XYZ file:
```
27
Properties=species:S:1:pos:R:3
C 0.6410 1.7502 0.9826
C 0.2759 -1.0195 2.6014
C -2.1901 1.4222 -0.9797
C -0.3429 -0.8932 -2.3926
C 0.7289 -1.1764 1.1810
C -1.7405 0.4000 0.0535
C 0.6951 -0.1151 -1.5581
P 0.1525 0.2706 0.1270
S 1.4664 2.7788 -0.0009
S 3.8288 0.1325 0.3226
H 0.7386 -1.6694 3.2620
H 0.5633 -0.0274 2.8644
H -0.8482 -1.0550 2.5937
H -1.6884 2.3703 -0.8955
H -1.7141 0.9552 -1.9450
H -3.3090 1.4218 -1.0511
H 0.3079 -1.8105 -2.6558
H -1.0464 -1.2180 -1.6105
H -0.7552 -0.4954 -3.2546
H 0.3524 -2.1032 0.6865
H 1.9168 -1.2059 1.1226
H -2.1968 -0.4874 -0.2833
H -1.9080 0.5726 1.1301
H 0.9542 0.8832 -2.1034
H 1.5377 -0.6884 -1.4021
H 2.1044 3.5513 0.8815
H 4.2023 -1.1693 0.7930
```

Summary:
- HOMO-LUMO gap (alpha / beta) (eV) = 4.947 / 4.946
- HOMO level (alpha / beta) (eV) = -6.5399 / -6.5393
- largest force on an atom (eV/A) = 5.173
- energy above the lowest of the compared OMol25 structures with the same formula, charge and spin (kcal per mole) = 127.9
- molecular weight (g/mol) = 196.32


Molecular formula: C9H14BrNO
Method: DFT, ωB97M-V/def2-TZVPD

XYZ file:
```
26
Properties=species:S:1:pos:R:3
C -1.2322 -1.9190 1.9147
C -1.3994 -1.6608 0.4870
C -0.0801 -1.0556 -0.2823
O -0.5003 -0.8516 -1.6749
C 0.0068 0.3237 -2.2030
Br 1.7012 0.1501 -3.1497
C 0.2882 1.2986 -0.8121
C -1.0178 2.0523 -0.4214
C 1.3684 2.2374 -1.0858
N 2.2192 2.9948 -1.2203
C 0.5670 0.2129 0.3334
C 1.9933 -0.0010 0.8458
H -0.3369 -2.4069 2.2073
H -2.0343 -2.4890 2.4104
H -1.1627 -0.9690 2.4830
H -2.2864 -1.1019 0.1747
H -1.4916 -2.5706 -0.1076
H 0.7859 -1.8269 -0.2498
H -0.6699 0.7277 -2.9064
H -1.7166 1.3241 -0.1056
H -1.3016 2.7704 -1.2313
H -0.8241 2.4921 0.5357
H -0.0788 0.5649 1.1398
H 2.9062 -0.1940 0.2120
H 1.9106 -0.9749 1.3448
H 2.3860 0.8722 1.3613
```

Summary:
- HOMO-LUMO gap (eV) = 10.792
- HOMO level (eV) = -10.0875
- SMILES = CC[C@H]1O[C@H](Br)[C@](C)(C#N)[C@@H]1C
- largest force on an atom (eV/A) = 4.017
- energy above the lowest of the compared OMol25 structures with the same formula, charge and spin (kcal per mole) = 0.0
- molecular weight (g/mol) = 232.12


Molecular formula: C4H4Cl2O
Method: DFT, ωB97M-V/def2-TZVPD

XYZ file:
```
11
Properties=species:S:1:pos:R:3
C -0.8470 0.5961 0.9411
C 0.3555 -0.2765 1.2734
O 1.1154 -0.6447 0.5061
Cl 0.6096 -0.6451 2.9586
H -0.5649 1.5196 1.1681
H -1.5895 0.2371 1.5471
H -1.1128 0.4632 -0.1787
C 0.2486 0.3691 -2.3439
C 0.6833 -0.6892 -1.9432
Cl 0.9644 -2.2781 -1.7102
H 0.1373 1.3486 -2.2182
```

Summary:
- HOMO-LUMO gap (eV) = 10.565
- HOMO level (eV) = -9.8509
- SMILES = CC(=O)Cl.C#CCl
- largest force on an atom (eV/A) = 5.422
- energy above the lowest of the compared OMol25 structures with the same formula, charge and spin (kcal per mole) = 58.9
- molecular weight (g/mol) = 138.98


Molecular formula: C3H10O3S2
Method: DFT, ωB97M-V/def2-TZVPD

XYZ file:
```
18
Properties=species:S:1:pos:R:3
O 2.0207 -0.4277 -2.2744
C 1.2884 0.4901 -2.0650
C 1.6146 1.0290 -0.6024
C 2.3127 -0.0596 0.2879
S 1.6153 0.1451 1.9359
S 0.2248 -1.2944 2.2608
H 0.4773 0.7995 -2.6856
H 2.2559 1.9504 -0.7656
H 0.6583 1.2143 0.0188
H 1.9383 -1.0816 -0.1320
H 3.3079 -0.1720 -0.0430
H -0.5437 -1.3575 1.2674
O -2.2122 3.0620 -1.7958
H -2.8634 3.6435 -1.6618
H -1.3206 3.4619 -1.8164
O -6.4000 -1.9160 -1.3853
H -5.7188 -2.5719 -1.0686
H -6.1960 -2.0016 -2.3404
```

Summary:
- HOMO-LUMO gap (eV) = 8.937
- HOMO level (eV) = -8.5941
- SMILES = O=CCCSS.O.O
- largest force on an atom (eV/A) = 6.199
- energy above the lowest of the compared OMol25 structures with the same formula, charge and spin (kcal per mole) = 59.2
- molecular weight (g/mol) = 158.24


Molecular formula: C6H6N3
Method: DFT, ωB97M-V/def2-TZVPD

XYZ file:
```
15
Properties=species:S:1:pos:R:3
C 1.0642 -0.4010 -1.2591
N 0.1678 0.1507 -0.4156
C -0.5143 1.3145 -0.4053
C -1.3105 1.6708 0.6383
C -1.4483 0.8016 1.7124
N -0.7903 -0.3668 1.7017
C -0.0475 -0.6436 0.6921
N 0.8709 -2.0438 0.4327
C 1.4395 -1.7308 -0.7433
H 1.6538 0.0219 -2.0701
H -0.6163 1.9181 -1.3190
H -2.0313 2.4399 0.6610
H -2.2399 1.0507 2.3788
H 1.3156 -2.7595 -1.3409
H 2.4867 -1.4227 -0.6635
```

Summary:
- HOMO-LUMO gap (alpha / beta) (eV) = 7.605 / 8.093
- HOMO level (alpha / beta) (eV) = -13.4313 / -14.3436
- total charge = +1
- SMILES = C1=[n+]2cccnc2=NC1
- largest force on an atom (eV/A) = 6.861
- energy above the lowest of the compared OMol25 structures with the same formula, charge and spin (kcal per mole) = 89.1
- molecular weight (g/mol) = 120.13


Molecular formula: C9H10N4
Method: DFT, ωB97M-V/def2-TZVPD

XYZ file:
```
23
Properties=species:S:1:pos:R:3
C -1.4599 2.8365 0.5618
N -0.5917 2.3247 -0.6333
C 0.3981 3.4491 -1.0962
N 0.0899 1.1869 -0.5424
N -0.2020 0.3365 0.5387
C 0.3937 -1.0089 0.3126
C 1.3439 -1.3688 -0.6227
C 1.6127 -2.7036 -0.8685
C 1.0271 -3.7852 -0.2696
C 0.0214 -3.4091 0.7575
C -0.2656 -2.0507 0.9849
C -1.5018 -1.8693 1.5974
N -2.4394 -2.1553 2.3856
H -2.3804 2.2579 0.6269
H -1.8084 3.9644 0.0556
H -1.0563 2.9461 1.7113
H -0.1991 4.2939 -1.4600
H 1.1175 3.7790 -0.2290
H 0.9041 2.9379 -1.9744
H 1.7490 -0.4854 -1.3007
H 2.2333 -2.6095 -1.8952
H 1.4439 -4.7603 -0.1755
H -0.4300 -4.1067 1.5354
```

Summary:
- HOMO-LUMO gap (eV) = 8.346
- HOMO level (eV) = -8.8169
- SMILES = CN(C)/N=N/c1ccccc1C#N
- largest force on an atom (eV/A) = 11.405
- energy above the lowest of the compared OMol25 structures with the same formula, charge and spin (kcal per mole) = 161.3
- molecular weight (g/mol) = 174.21